1.
# C3H4LiO4Tm

A molecular structure, C3H4LiO4Tm at a distorted geometry (ωB97M-V with the def2-TZVPD basis set, OMol25).

The geometry in ORCA input format:
```
! RIJCOSX wB97M-V def2-TZVPD def2/J DEFGRID3
* xyz 2 3
H -4.23500 1.50266 1.39092
C -3.51866 0.72596 1.10894
C -3.62215 -0.63022 1.62589
O -4.04981 -0.29542 0.29864
H -2.71280 -1.23537 1.67519
H -4.42100 -0.89070 2.32527
O -2.28233 1.21060 0.75089
H -2.17189 2.22210 0.91568
O -1.48741 3.95189 -0.30091
C -1.97413 3.61794 -1.31282
Tm -3.82968 6.89401 -6.64120
Li -3.11770 4.91667 -3.80382
O -2.53955 3.76917 -2.32796
*
```

Calculated values
- HOMO (spin up / spin down): -13.9060 / -13.9060 eV
- Gap between HOMO and LUMO (spin up / spin down): 0.1983 / 0.1464 Eh

Löwdin atomic charge list, values in e, 8 entries: atom 1 (H): 0.154, atom 2 (C): -0.426, atom 3 (C): -0.071, atom 4 (O): -0.010, atom 5 (H): 0.126, atom 6 (H): 0.120, atom 7 (O): -0.002, atom 8 (H): 0.117


2.
# C50H114B5F26N8O6S2

A molecular structure, C50H114B5F26N8O6S2 at a distorted geometry (ωB97M-V with the def2-TZVPD basis set, OMol25).

The geometry in ORCA input format:
```
! RIJCOSX wB97M-V def2-TZVPD def2/J DEFGRID3
* xyz 1 1
C 5.48813 3.83407 -4.45427
C 6.81615 3.47834 -3.77254
C 7.65890 4.61550 -3.27139
O 8.94633 4.05704 -2.94817
C 9.84720 4.98654 -2.36703
N 6.55179 2.60782 -2.59243
H 6.01810 1.79524 -2.86271
H 7.45116 2.20692 -2.29944
H 6.21040 3.12927 -1.74812
H 4.83619 4.39634 -3.77946
H 4.89940 2.98316 -4.88493
H 5.68759 4.43473 -5.34316
H 7.49746 2.84485 -4.38357
H 7.13226 5.06843 -2.39868
H 7.78101 5.34559 -4.14117
H 10.76364 4.44792 -2.24204
H 9.47578 5.23166 -1.40521
H 10.05964 5.84824 -2.98925
C -4.90183 -4.45229 -1.52983
C -3.54109 -4.90507 -2.02638
C -3.54087 -5.89743 -3.15543
O -4.00787 -5.36053 -4.35071
C -4.18092 -6.24319 -5.46915
N -2.86243 -3.64605 -2.52998
H -1.86380 -3.54927 -2.32970
H -2.89108 -3.65008 -3.61828
H -3.43592 -2.80184 -2.31184
H -5.54151 -4.19297 -2.39389
H -4.80064 -3.75333 -0.70254
H -5.39968 -5.32166 -1.13575
H -2.98456 -5.38767 -1.26091
H -4.19912 -6.78205 -2.82417
H -2.48070 -6.25226 -3.16420
H -3.31524 -6.94355 -5.53459
H -4.06316 -5.58593 -6.32671
H -5.13288 -6.72559 -5.33356
C 2.50538 3.58885 4.21657
C 1.18185 3.92493 4.87600
C 0.06994 3.11368 4.24547
N -1.22378 3.21361 4.93193
C -1.18341 2.70534 6.33911
C -2.32494 2.52210 4.20268
C -3.66065 3.15539 4.65309
C -3.21594 4.48758 5.30523
C -1.74261 4.64912 5.04614
H 3.27867 3.83043 4.90632
H 2.74280 4.18330 3.35890
H 2.58994 2.52619 3.94245
H 0.95036 4.98517 4.84293
H 1.10604 3.72450 5.97935
H 0.19718 2.01337 4.24390
H -0.09989 3.47465 3.21517
H -2.17901 2.79270 6.72949
H -0.43117 3.12339 6.94447
H -0.89222 1.65398 6.21748
H -2.18648 1.46148 4.38241
H -2.05972 2.67146 3.18148
H -4.18115 2.44252 5.31038
H -4.18763 3.31363 3.71816
H -3.42952 4.65003 6.36559
H -3.75668 5.34588 4.89223
H -1.20732 5.16006 5.83000
H -1.56599 5.08310 4.09844
C -7.29822 6.88075 -0.94383
C -6.29366 6.19072 -1.88298
C -7.08246 5.13289 -2.70468
N -6.54520 3.77731 -2.78519
C -6.65876 3.10787 -1.39698
C -5.08887 3.73413 -3.23433
C -5.20917 3.84756 -4.77729
C -6.62276 3.42078 -5.12802
C -7.18752 2.91663 -3.84639
H -8.02549 7.45733 -1.46765
H -6.82936 7.51912 -0.21660
H -7.86705 6.10445 -0.36104
H -5.56075 5.62036 -1.35062
H -5.66622 6.91127 -2.39641
H -7.31975 5.39954 -3.69142
H -8.05243 5.00159 -2.20352
H -7.73364 3.07563 -1.22483
H -6.10023 3.72216 -0.69253
H -6.14218 2.10158 -1.38740
H -4.76238 2.70013 -2.88812
H -4.44297 4.38709 -2.67888
H -4.47996 3.18914 -5.23105
H -4.96919 4.87416 -5.07170
H -6.64217 2.57197 -5.85077
H -7.16756 4.25348 -5.58279
H -6.81746 1.94116 -3.61202
H -8.22842 2.96929 -3.64435
C -0.35532 -1.35691 -4.06336
C -0.16873 -0.67631 -2.69337
C -0.04757 0.78996 -2.89179
N -0.14244 1.72554 -1.73914
C -1.57463 1.64331 -1.06372
C 0.10900 3.11182 -2.08541
C 0.76589 3.82917 -0.95913
C 1.01701 2.73228 0.03991
C 1.01565 1.45972 -0.74724
H -0.61065 -2.40787 -4.14354
H 0.60078 -1.21309 -4.60755
H -1.10515 -0.83247 -4.65414
H 0.58000 -1.12342 -2.08101
H -1.10654 -0.84669 -2.05416
H -0.74009 1.09579 -3.71698
H 0.95665 1.01267 -3.34380
H -1.66627 2.55315 -0.43507
H -1.66958 0.68877 -0.53795
H -2.26351 1.68999 -1.89723
H -0.95206 3.49373 -2.26808
H 0.65817 3.09170 -3.01186
H 0.12144 4.63071 -0.58541
H 1.72718 4.19817 -1.33198
H 0.11044 2.63835 0.65074
H 1.84253 2.96701 0.71645
H 0.89672 0.59146 -0.12897
H 1.90132 1.33429 -1.40471
C -3.71517 -4.68977 2.83804
C -2.63340 -5.76841 2.85563
C -1.33294 -5.03509 2.80748
N -0.09121 -5.82974 3.20475
C 0.04524 -7.29495 2.70622
C 0.14148 -5.90391 4.71378
C 1.62207 -6.28395 4.84008
C 2.33344 -5.52095 3.65472
C 1.15499 -5.10817 2.76834
H -4.69833 -5.13844 2.82100
H -3.53148 -4.09135 1.93349
H -3.72518 -3.95368 3.71535
H -2.66442 -6.48345 2.01820
H -2.69841 -6.35597 3.75778
H -1.25180 -4.16250 3.47601
H -1.28479 -4.60437 1.78721
H -0.69593 -7.90869 3.22920
H 1.05857 -7.60187 2.83721
H -0.20467 -7.20638 1.61058
H -0.54543 -6.61558 5.07324
H -0.23614 -4.98491 5.13306
H 1.63403 -7.41026 4.72742
H 2.13930 -5.95461 5.73310
H 3.09870 -6.13965 3.21145
H 2.75526 -4.64929 4.11182
H 1.25738 -5.16611 1.67684
H 0.96076 -4.05880 2.93964
C 4.92027 -4.96814 -3.30861
C 4.09732 -3.89321 -2.61078
C 5.00188 -2.89568 -1.87245
N 4.47973 -2.31508 -0.58849
C 3.28182 -1.38945 -0.85505
C 5.58097 -1.61316 0.08344
C 5.03608 -1.33885 1.47293
C 4.30157 -2.62440 1.88060
C 3.98132 -3.30876 0.55776
H 5.74433 -4.51810 -3.83939
H 4.30649 -5.52316 -3.96671
H 5.32879 -5.66186 -2.56440
H 3.33804 -4.36892 -1.94347
H 3.40323 -3.37735 -3.28264
H 5.18265 -2.03628 -2.49052
H 5.96838 -3.41720 -1.65083
H 3.66970 -0.45178 -1.22922
H 2.68680 -1.23952 0.05828
H 2.59753 -1.93406 -1.55805
H 5.91672 -0.88273 -0.55462
H 6.36467 -2.39247 0.13290
H 4.35818 -0.51306 1.46235
H 5.75422 -1.10994 2.26762
H 3.42101 -2.43703 2.47634
H 5.07842 -3.31792 2.33611
H 2.93650 -3.57032 0.39303
H 4.53586 -4.24819 0.43313
B -4.36313 -0.14907 -2.93389
F -3.44408 0.56527 -3.66812
F -3.68830 -1.04840 -1.97520
F -5.14238 0.68359 -2.06082
F -5.22183 -0.83903 -3.83103
B -3.59719 4.45819 1.08183
F -4.79719 5.20596 1.14829
F -3.89703 3.10459 1.20197
F -2.92305 4.58608 -0.12955
F -2.77379 4.90828 2.13017
B -0.01279 -4.15640 -0.93321
F -0.22038 -2.95925 -0.26997
F 1.06364 -4.82666 -0.45240
F -1.15256 -4.99481 -0.97336
F 0.17605 -3.83431 -2.29750
B 4.66080 2.67481 0.42227
F 5.91145 3.26538 0.12649
F 4.62902 1.31996 0.04271
F 4.40890 2.75886 1.79200
F 3.69958 3.38971 -0.47373
B 3.80780 0.48982 -3.78102
F 3.12737 -0.67810 -3.79376
F 5.12429 0.38706 -3.05240
F 4.16665 0.86189 -5.06121
F 3.08301 1.54374 -3.27250
C 3.32546 -0.90462 5.89702
F 4.22702 -1.20880 6.80540
F 2.83228 0.35015 6.13078
F 3.90105 -0.80014 4.70980
S 1.95724 -2.20108 5.96157
O 2.75808 -3.42687 6.00554
O 1.25811 -1.75296 7.14500
N 1.13865 -2.15909 4.61711
S 0.07189 -1.01546 4.21804
O -1.25335 -1.52540 4.06972
O 0.27438 0.14342 5.07803
C 0.53206 -0.64148 2.37277
F -0.22648 0.34493 1.95565
F 1.91799 -0.28406 2.26917
F 0.31800 -1.65448 1.55309
*
```

Calculated values
- HOMO: -11.9040 eV
- Gap between HOMO and LUMO: 0.3881 Eh

Löwdin atomic charge list, values in e, 8 entries: atom 1 (C): -0.013, atom 2 (C): -0.327, atom 3 (C): -0.185, atom 4 (O): -0.194, atom 5 (C): -0.083, atom 6 (N): 0.225, atom 7 (H): 0.094, atom 8 (H): 0.169


3.
# C5H6ClN3O3S2

A molecular structure, C5H6ClN3O3S2 at a distorted geometry (ωB97M-V with the def2-TZVPD basis set, OMol25).

The geometry in ORCA input format:
```
! RIJCOSX wB97M-V def2-TZVPD def2/J DEFGRID3
* xyz 0 1
C -1.67969 1.02157 0.29747
C -2.65492 0.27828 0.75820
C 0.58588 0.22801 0.33473
C 0.90150 -0.94357 0.93121
C -0.80391 -0.09138 2.17562
N 0.28686 -1.07275 2.18715
N -0.48356 0.77708 1.01605
N 1.91355 0.67807 -2.68725
O 0.16559 -1.10795 -2.52062
O -0.66829 1.29480 -2.20264
O 2.67698 -0.26625 -1.87332
S -2.49293 -0.84927 2.11172
S 0.31592 0.22193 -1.96736
Cl 2.21385 -1.96733 0.62873
H -1.75300 1.56131 -0.67791
H -3.61953 0.47465 0.42209
H -0.92817 0.63235 3.02941
H 0.83161 -1.38260 2.97776
H 2.40707 1.60133 -2.46987
H 2.78520 -1.08829 -2.47116
*
```

Calculated values
- HOMO: -7.6604 eV
- Gap between HOMO and LUMO: 0.2398 Eh

Löwdin atomic charge list, values in e, 8 entries: atom 1 (C): -0.178, atom 2 (C): -0.424, atom 3 (C): -0.108, atom 4 (C): -0.751, atom 5 (C): -0.514, atom 6 (N): 0.013, atom 7 (N): -0.117, atom 8 (N): -0.145